Computed, not measured: C24H30N2O4 in the gas phase, with wB97M-V/def2-TZVPD.

Last column: Mulliken charge in e.
CARTESIAN COORDINATES (ANGSTROEM)
C -1.8209 3.4423 -1.8458  -1.016
H -1.3664 3.6592 -2.8116  0.251
O -0.7504 3.2236 -0.9595  -0.426
C -1.0388 2.8965 0.3368  0.631
C -2.3187 2.7814 0.8648  -0.563
C -2.4873 2.3809 2.1797  -0.712
C -1.4023 2.0810 2.9912  0.317
C -0.1253 2.2444 2.4659  -0.202
C 0.0593 2.6525 1.1608  -0.310
H 1.0499 2.7749 0.7499  0.465
H 0.7340 2.0343 3.0861  0.384
C -1.5910 1.4936 4.3592  -1.242
H -0.6623 1.5716 4.9243  0.406
H -2.3803 2.0134 4.9048  0.460
C -1.9668 0.0005 4.2576  -1.195
N -1.1110 -0.7072 3.3239  0.214
C 0.1237 -1.0601 3.7377  0.442
O 0.5001 -0.8485 4.8785  -0.705
C 1.0689 -1.6995 2.7300  -0.565
C 0.4757 -2.0353 1.3671  -0.551
H -0.0789 -2.9748 1.4103  0.438
C -0.4887 -0.9201 0.9659  2.379
C -1.6204 -0.9354 1.9894  -1.313
H -2.3415 -0.1518 1.7492  0.382
H -2.1427 -1.8993 1.9355  0.321
C -1.0756 -1.1236 -0.4259  -0.512
O -2.1236 -1.7300 -0.5787  -0.735
N -0.4190 -0.5756 -1.4712  0.332
C 0.8440 0.1400 -1.4210  -0.110
C 1.7358 -0.2293 -2.5789  0.207
C 2.0656 0.6972 -3.5513  -0.298
C 2.8795 0.3559 -4.6194  -0.886
C 3.3640 -0.9337 -4.7174  -0.652
C 3.0482 -1.8789 -3.7549  -0.611
C 2.2378 -1.5366 -2.6798  0.231
O 1.8789 -2.3899 -1.6795  -0.179
C 2.2868 -3.7342 -1.7573  -1.073
H 1.9194 -4.2129 -2.6699  0.407
H 3.3766 -3.8279 -1.7085  0.398
H 1.8437 -4.2265 -0.8929  0.255
H 3.4421 -2.8781 -3.8515  0.408
H 3.9957 -1.2160 -5.5462  0.394
H 3.1289 1.0914 -5.3684  0.401
H 1.6806 1.7032 -3.4670  0.497
H 0.6507 1.2201 -1.4486  0.151
H 1.3655 -0.1064 -0.4974  0.343
C -1.0480 -0.6175 -2.7744  -1.233
H -0.5141 -1.2878 -3.4503  0.267
H -1.0605 0.3841 -3.2080  0.348
H -2.0655 -0.9815 -2.6447  0.439
H 0.0083 0.0502 1.0298  -0.388
H 1.2710 -2.1513 0.6301  -0.083
H 1.4921 -2.5877 3.2035  0.471
H 1.8910 -0.9861 2.6145  0.297
H -2.9990 -0.1151 3.9241  0.494
H -1.8519 -0.4581 5.2432  0.501
H -3.4898 2.2861 2.5730  0.397
H -3.1904 2.9877 0.2641  0.468
H -2.4310 4.2969 -1.5373  0.392
H -2.4556 2.5542 -1.9336  0.371

Atomic forces in eV per Å
C -0.185 0.031 -0.149
H -0.078 -0.013 0.042
O 0.210 -0.011 0.318
C 0.166 -0.076 0.048
C -0.065 0.074 -0.331
C 0.213 0.049 0.140
C -0.102 0.144 0.126
C -0.114 0.087 -0.073
C -0.062 0.106 -0.221
H 0.125 0.013 -0.059
H 0.107 -0.035 0.087
C -0.071 -0.234 -0.058
H -0.048 0.020 0.050
H 0.021 0.034 0.063
C 0.131 0.089 0.395
N -0.106 0.106 0.127
C 0.187 -0.206 -0.206
O 0.196 0.099 0.355
C -0.015 -0.069 -0.012
C 0.138 0.189 -0.040
H -0.040 -0.034 -0.064
C -0.288 -0.286 0.005
C -0.131 -0.152 -0.566
H 0.070 -0.125 0.059
H 0.006 0.167 -0.066
C 0.146 0.156 0.418
O -0.274 -0.257 0.123
N 0.000 0.176 -0.421
C 0.137 0.076 0.109
C 0.036 -0.147 0.197
C 0.017 -0.148 0.118
C 0.094 0.011 -0.157
C -0.026 0.151 -0.048
C -0.057 -0.297 0.219
C 0.033 0.216 -0.115
O -0.059 0.409 -0.119
C 0.098 -0.264 -0.005
H 0.018 0.030 0.026
H -0.050 0.005 -0.019
H 0.049 -0.013 -0.059
H 0.020 -0.102 0.022
H 0.054 -0.025 -0.067
H 0.026 0.066 -0.072
H -0.077 0.109 0.038
H 0.105 -0.083 0.047
H -0.068 0.074 0.039
C -0.280 -0.179 -0.014
H -0.019 0.028 -0.053
H 0.024 0.035 -0.062
H 0.090 0.068 -0.075
H -0.010 -0.095 -0.008
H -0.007 -0.055 0.016
H 0.007 0.110 0.061
H -0.017 -0.023 0.051
H 0.025 -0.019 -0.007
H -0.136 0.034 -0.104
H -0.118 -0.032 0.040
H -0.058 0.022 -0.093
H 0.006 -0.040 -0.004
H 0.006 0.032 0.007

## Properties
- charge = 0
- structure (SMILES) = COc1ccc(CCN2C[C@H](C(=O)N(C)Cc3ccccc3OC)CCC2=O)cc1
- 2S+1 = 1

Computed, not measured: 10 unconnected molecules or ions with the total composition C35H86Cl4O5S5 in a non-equilibrium geometry, with wB97M-V/def2-TZVPD.

Last column: Mulliken charge in e.
CARTESIAN COORDINATES (ANGSTROEM)
C -5.1285 -0.3662 0.8552  -0.802
S -3.9349 -0.7116 -0.4809  0.479
O -2.5835 -0.3589 0.1002  -0.438
C -4.0242 -2.5241 -0.4376  -1.004
H -4.5151 -0.2647 1.7465  -0.068
H -5.6856 -1.2990 0.9638  0.418
H -5.8094 0.4456 0.6291  0.441
H -4.0865 -2.9272 0.5746  0.235
H -3.1781 -2.8948 -1.0078  0.354
H -4.9803 -2.8339 -0.8707  0.465
C 3.6774 0.5530 -5.0928  -1.026
S 2.8678 -0.6939 -4.0581  0.992
O 1.8163 -1.2659 -4.9615  -0.738
C 4.1971 -1.9191 -3.8775  -0.845
H 3.0420 1.4362 -5.1512  0.152
H 3.7590 0.1088 -6.0842  0.370
H 4.6056 0.8642 -4.6129  0.389
H 4.7513 -1.9588 -4.8193  0.407
H 3.7402 -2.8824 -3.6757  0.085
H 4.8937 -1.6067 -3.1038  0.251
C 0.5520 -1.4319 -0.0675  0.364
S 0.3131 0.1558 -0.9247  0.397
O 1.7121 0.5461 -1.3699  -0.522
C -0.5551 -0.5185 -2.3695  0.183
H 1.2310 -1.1783 0.7453  -0.030
H 1.0270 -2.0871 -0.7915  -0.230
H -0.3907 -1.8218 0.3084  -0.117
H -1.5197 -0.8831 -2.0396  -0.040
H 0.1120 -1.2773 -2.7830  0.264
H -0.6318 0.2820 -3.1001  -0.397
C -2.1893 -1.2685 -8.0025  -0.808
S -2.0698 -2.8763 -7.1632  0.476
O -1.1475 -3.7336 -8.0003  -0.636
C -1.0117 -2.2527 -5.7889  -0.562
H -2.8510 -0.6102 -7.4441  0.321
H -2.5060 -1.4862 -9.0201  0.373
H -1.1889 -0.8401 -8.0582  0.179
H -1.7410 -1.6758 -5.2046  0.259
H -0.1858 -1.6380 -6.1259  0.142
H -0.7080 -3.0817 -5.1556  0.301
C -0.1209 1.5240 -5.7231  -0.315
S 0.5162 3.1847 -5.4870  0.365
O -0.4390 4.0345 -6.2859  -0.652
C 0.1193 3.5111 -3.7347  -0.248
H 0.0660 0.7572 -4.9728  -0.370
H 0.1850 1.0985 -6.6777  0.377
H -1.2030 1.6781 -5.7926  0.456
H 0.4596 4.4892 -3.3993  0.498
H 0.6745 2.8073 -3.1034  -0.005
H -0.9506 3.4121 -3.5595  -0.128
C 1.6226 -5.5856 -2.0088  0.185
Cl -0.0961 -6.0289 -1.7803  -0.122
Cl 1.8524 -4.9055 -3.5881  -0.034
Cl 2.0631 -4.4098 -0.7546  0.045
Cl 2.6011 -7.0398 -1.7516  -0.103
C 4.8188 -0.7961 -0.1182  -0.934
C 5.2827 -1.3895 1.1984  -0.214
C 4.4752 -2.5917 1.6893  0.439
C 4.9185 -3.1984 3.0680  -0.907
C 4.2097 -4.5105 3.3595  -0.095
C 4.6411 -5.6422 2.3997  -1.044
H 5.2412 0.2073 -0.2085  0.357
H 3.7409 -0.8350 -0.2534  0.092
H 5.3290 -1.3164 -0.9366  0.271
H 6.3482 -1.6340 1.1905  0.440
H 5.1733 -0.6315 1.9868  -0.233
H 4.5371 -3.4145 0.9640  0.152
H 3.4129 -2.3216 1.7274  -0.273
H 6.0038 -3.2641 2.9672  0.384
H 4.6929 -2.3139 3.6717  0.378
H 4.5265 -4.8184 4.3604  0.316
H 3.1253 -4.4145 3.3282  0.038
H 5.7212 -5.7363 2.3247  0.321
H 4.1362 -6.5844 2.5996  0.367
H 4.2505 -5.3309 1.4239  0.139
C -6.5946 7.1615 1.0506  -1.274
C -5.9441 5.8178 0.7462  -0.430
C -5.2379 5.5877 -0.5924  -0.517
C -4.4320 4.2928 -0.5803  -0.482
C -3.7778 3.8971 -1.8696  -0.444
C -3.0094 2.5578 -1.6870  -0.588
H -7.1783 7.5977 0.2400  0.327
H -5.8526 7.8706 1.4222  0.322
H -7.3031 6.9902 1.8647  0.351
H -5.3243 5.5432 1.6041  0.356
H -6.7706 5.0915 0.7592  0.253
H -4.5600 6.4346 -0.7569  0.303
H -5.9761 5.5477 -1.3962  0.314
H -3.6893 4.3372 0.2291  0.329
H -5.1391 3.5482 -0.1836  0.093
H -4.5693 3.7325 -2.6057  0.315
H -3.0355 4.6203 -2.2046  0.311
H -3.6071 1.7624 -1.2436  -0.050
H -2.6965 2.2136 -2.6740  0.189
H -2.1700 2.7373 -1.0152  0.308
C 3.3772 2.6930 1.1884  -1.082
C 2.9697 1.8973 2.4303  0.327
C 3.9925 1.8262 3.5559  -0.564
C 4.1667 3.1734 4.2683  -0.838
C 3.1148 3.3481 5.3935  -0.319
C 3.4183 4.5789 6.2640  -1.264
H 3.3607 3.7830 1.2473  0.418
H 2.6878 2.4831 0.3661  0.193
H 4.3664 2.3944 0.8329  0.207
H 2.0593 2.3685 2.8194  0.276
H 2.6376 0.8928 2.1561  -0.306
H 4.9696 1.5315 3.1535  0.270
H 3.7606 1.0715 4.3107  0.462
H 5.0872 3.1960 4.8619  0.335
H 4.1732 3.9927 3.5515  0.341
H 2.1163 3.4234 4.9563  0.280
H 3.1386 2.4853 6.0578  0.245
H 2.5040 4.9831 6.7124  0.371
H 4.0283 4.2666 7.1129  0.311
H 3.8567 5.4434 5.7659  0.326
C -0.2233 -3.7471 2.5706  -1.232
C -1.6971 -3.3765 2.7177  0.428
C -1.9810 -2.6049 3.9976  -0.851
C -3.4873 -2.3052 4.1436  0.242
C -3.7620 -1.3568 5.3197  -0.407
C -5.0846 -0.5968 5.1362  -1.157
H 0.4107 -2.8651 2.4769  0.079
H -0.0820 -4.4285 1.7320  0.340
H 0.0721 -4.2413 3.4987  0.575
H -2.1430 -2.8904 1.8437  -0.492
H -2.3002 -4.2953 2.7557  0.382
H -1.4661 -1.6430 3.9871  0.382
H -1.6864 -3.2284 4.8437  0.279
H -3.8480 -1.8652 3.2082  -0.456
H -4.0828 -3.2198 4.2209  0.365
H -3.9408 -1.8942 6.2536  0.263
H -2.9253 -0.6693 5.4301  0.382
H -5.9325 -1.2675 5.2846  0.311
H -5.2370 0.1840 5.8878  0.382
H -5.1314 -0.0772 4.1763  0.233

Atomic forces in eV per Å
C 0.086 -1.271 -0.322
S 0.767 0.038 0.695
O -0.741 -0.259 -0.379
C -0.916 0.110 0.221
H -0.047 0.433 0.014
H -0.312 0.218 0.100
H 0.243 0.251 0.053
H 0.610 0.241 0.117
H 0.002 -0.116 0.039
H 0.198 0.135 -0.455
C 0.024 -0.275 0.395
S -0.314 0.425 0.393
O 0.063 -0.309 -0.006
C 0.318 0.576 -1.107
H -0.228 -0.164 0.115
H 0.391 0.057 0.006
H 0.195 -0.168 -0.292
H -0.083 -0.233 -0.016
H -0.064 0.076 0.189
H -0.216 0.007 0.226
C -0.073 0.761 -0.367
S 0.576 0.214 0.091
O -1.050 -0.258 0.179
C 0.955 0.091 0.170
H 0.011 -0.179 0.059
H 0.014 -0.060 0.122
H -0.050 0.036 -0.031
H -0.063 -0.069 -0.085
H -0.250 -0.178 -0.109
H -0.239 0.109 0.111
C 0.484 -0.361 0.062
S 1.989 -0.327 -0.174
O -0.961 0.602 0.402
C -1.657 -0.006 0.024
H -0.180 0.003 -0.183
H -0.358 0.121 0.095
H 0.023 -0.008 0.050
H 0.332 0.255 0.110
H 0.127 -0.158 -0.105
H 0.197 -0.141 -0.256
C -1.123 -0.508 0.234
S -0.239 1.079 -0.191
O 0.647 -0.454 0.405
C 0.201 -0.866 0.229
H 0.436 0.300 0.204
H 0.364 0.421 -0.069
H 0.004 -0.006 0.070
H -0.020 0.199 -0.634
H -0.127 -0.221 -0.143
H -0.032 -0.011 -0.131
C -0.324 -0.366 0.818
Cl 0.206 0.123 -0.112
Cl 0.049 0.065 -0.341
Cl 0.118 -0.075 -0.114
Cl 0.014 0.087 -0.254
C 1.205 -0.241 -0.300
C -0.399 -0.024 1.260
C 0.137 -1.159 -0.460
C -0.588 1.912 -2.247
C 1.191 -0.607 0.680
C -0.995 1.115 -0.623
H -0.583 0.228 0.042
H -0.020 0.316 -0.081
H -0.421 -0.304 -0.054
H 0.000 -0.039 -0.176
H 0.087 0.080 -0.083
H 0.008 0.308 -0.248
H -0.018 0.048 0.114
H 0.060 -0.437 0.483
H 0.076 -0.697 1.064
H -0.430 0.022 0.178
H -0.050 0.166 0.114
H 0.040 -0.186 0.132
H 0.263 -0.111 0.340
H 0.350 -0.348 -0.166
C 0.126 -0.028 0.356
C -1.066 -0.810 -0.193
C 0.668 0.711 0.518
C -0.455 0.453 1.336
C -0.011 -1.665 0.251
C -0.378 0.734 -0.257
H 0.240 -0.045 -0.201
H -0.098 0.203 -0.240
H 0.042 0.173 0.065
H 0.272 0.015 -0.190
H 0.152 -0.119 0.123
H -0.088 -0.023 -0.342
H 0.030 0.195 -0.058
H 0.109 0.214 -0.167
H 0.170 -0.405 -0.535
H 0.231 0.332 -0.309
H -0.332 0.331 -0.168
H -0.177 0.209 -0.018
H 0.356 -0.152 0.157
H 0.228 -0.253 -0.180
C 0.028 -0.334 -0.637
C -0.702 0.344 0.243
C 0.840 0.509 -0.161
C -0.345 -0.758 1.412
C 0.142 1.025 -0.754
C -0.778 -0.006 0.534
H 0.126 -0.034 0.618
H 0.014 -0.241 0.047
H 0.052 0.018 0.043
H -0.030 -0.058 0.115
H 0.252 -0.055 -0.238
H -0.096 -0.061 -0.173
H -0.277 -0.075 -0.118
H 0.396 -0.019 -0.603
H -0.061 0.165 0.121
H -0.056 -0.061 0.101
H -0.078 -0.224 -0.203
H -0.038 -0.187 0.004
H 0.318 0.264 -0.132
H 0.293 -0.288 -0.272
C -0.493 0.042 0.210
C -0.396 -0.555 0.041
C -1.203 -0.195 -0.505
C 0.347 0.131 0.147
C -1.205 -0.003 -0.253
C 0.116 0.490 0.261
H 0.011 -0.002 -0.193
H 0.259 0.075 -0.017
H 0.167 -0.175 -0.127
H 0.499 0.482 0.006
H 0.238 -0.144 0.171
H 0.284 -0.103 0.198
H 0.353 0.280 0.139
H 0.131 0.312 0.019
H 0.169 -0.129 0.234
H 0.736 -0.214 0.029
H 0.003 0.053 0.129
H -0.027 -0.071 -0.455
H 0.268 -0.062 0.078
H -0.165 -0.238 -0.099

## Properties
- charge = 0
- 2S+1 = 1

Computed, not measured: C5H10O2 in the gas phase, with wB97M-V/def2-TZVPD.

Last column: Mulliken charge in e.
CARTESIAN COORDINATES (ANGSTROEM)
C 1.0044 0.9843 1.4668  -0.588
C -0.2361 0.8575 -0.7912  -0.178
C -0.9612 -0.3876 -1.1564  -0.391
C -1.5812 -1.0825 0.0752  -0.536
O -0.6405 -1.8451 0.7948  -0.566
C 1.2366 0.7496 -0.9787  -0.368
O 1.2995 0.1448 0.3344  -0.372
H -0.0571 0.9512 1.7321  0.244
H 1.6059 0.5723 2.2782  0.244
H 1.2713 2.0246 1.2591  0.325
H -0.3963 -1.1429 -1.7295  0.287
H -1.7983 -0.0310 -1.7756  0.371
H -2.3507 -1.7807 -0.2679  0.350
H -2.0677 -0.3256 0.7124  0.285
H 0.2100 -1.3827 0.7487  0.446
H 1.8157 1.6798 -1.0138  0.245
H 1.6459 0.0140 -1.6884  0.201

Atomic forces in eV per Å
C 0.113 0.181 0.256
C -0.038 -0.237 -0.241
C 0.090 -0.030 -0.061
C -0.368 0.151 -0.191
O 0.186 0.026 0.006
C -0.002 0.125 -0.065
O -0.136 -0.059 0.002
H 0.293 -0.056 -0.063
H 0.014 0.168 0.006
H 0.053 -0.167 0.040
H -0.011 0.086 0.047
H 0.047 -0.039 0.056
H 0.072 0.083 0.061
H 0.131 -0.139 -0.124
H -0.145 -0.070 0.031
H -0.181 -0.113 0.052
H -0.119 0.090 0.187

## Properties
- charge = 0
- 2S+1 = 1

Calculated values (hartree) of electronic energy for the records, taken in order: -1343.0368; -5592.8253; -346.8156.